a:
76
Properties=species:S:1:pos:R:3 method="wB97M-V/def2-TZVPD" lumo_energy_ha=-0.0131 charge=0 molar_mass_g_mol=861.0 homo_energy_ev=-6.76 orbital_gap_ev=6.4
Zr -0.7158 -0.4478 0.2843
O 4.6567 -0.0998 4.7062
C 3.7685 -0.1438 3.8929
S 3.2748 -1.6188 3.0450
C 1.9874 -0.8918 2.1065
C 1.7601 0.4143 2.2823
S 0.5293 1.3907 1.4811
S 2.7769 1.2514 3.4347
S 1.1218 -1.9845 1.0232
C -3.7570 -3.3492 -2.8575
O -3.9438 -2.5641 -4.0476
C -4.9986 -1.7283 -4.1166
C -5.6313 -1.6040 -5.3508
C -6.6965 -0.7383 -5.5160
C -7.1566 0.0254 -4.4441
C -6.5186 -0.0737 -3.2227
C -5.4359 -0.9363 -3.0551
N -4.8278 -0.9959 -1.7653
C -3.5756 -0.7291 -1.4738
N -2.7894 -0.3557 -2.4739
C -1.3843 -0.2059 -2.7611
C -0.3499 -0.1913 -1.8446
C 0.9550 -0.0701 -2.3386
C 1.1998 0.0417 -3.6948
C 0.1421 0.0192 -4.6021
C -1.1496 -0.1153 -4.1321
O -2.2722 -0.1197 -4.9054
C -2.1418 -0.3087 -6.3097
N -2.6607 0.2071 0.8004
C -2.5063 0.1060 2.2520
C -1.9936 -1.0681 2.7941
C -1.7094 -1.1629 4.1506
C -1.9356 -0.0861 4.9717
C -2.4277 1.1000 4.4406
C -2.6923 1.2192 3.0927
O -3.0899 2.3821 2.5521
C -2.9383 3.5619 3.3393
H -3.4280 -4.3324 -3.1814
H -4.6882 -3.4473 -2.2997
H -2.9924 -2.9090 -2.2230
H -5.2708 -2.2249 -6.1645
H -7.1791 -0.6636 -6.4831
H -8.0022 0.6926 -4.5622
H -6.8418 0.5205 -2.3683
H -5.3966 -1.2069 -0.9539
H -3.3067 -0.2610 -3.3419
H 1.7835 -0.0644 -1.6501
H 2.2140 0.1492 -4.0637
H 0.3346 0.1048 -5.6650
H -3.1504 -0.4412 -6.6900
H -1.5467 -1.1959 -6.5274
H -1.6909 0.5636 -6.7849
H -1.8523 -1.9396 2.1932
H -1.3095 -2.0887 4.5436
H -1.7244 -0.1521 6.0348
H -2.5927 1.9498 5.0880
H -3.1019 4.3956 2.6654
H -1.9322 3.6189 3.7569
H -3.6761 3.5987 4.1413
Cl -4.4240 -3.1462 1.4199
C -4.3846 -1.5277 0.7837
C -5.3328 -0.5905 1.1261
C -5.4420 0.7704 0.7592
Cl -7.0577 1.4529 1.0014
C -4.4936 1.6448 0.1186
C -4.7931 2.8358 -0.5718
C -3.7975 3.5223 -1.2460
C -2.4872 3.0537 -1.2473
N -2.1630 1.9771 -0.5425
C -3.1217 1.3802 0.1390
C -3.1739 -1.0901 0.0346
O -2.0767 -1.9004 -0.0826
H -6.1689 -0.9760 1.7009
H -5.8139 3.1931 -0.5898
H -4.0373 4.4265 -1.7943
H -1.6937 3.5446 -1.8025

b:
76
Properties=species:S:1:pos:R:3 method="wB97M-V/def2-TZVPD" lumo_energy_ha=-0.0331 charge=0 molar_mass_g_mol=861.0 homo_energy_ev=-7.04 orbital_gap_ev=6.1
Zr -0.1490 0.5066 0.2396
O -1.0456 0.4035 7.1453
C -0.9895 0.5562 5.9547
S -2.0348 -0.2951 4.8022
C -1.3198 0.3667 3.3448
C -0.3168 1.2495 3.4992
S 0.5376 2.0552 2.2031
S 0.1344 1.6545 5.1454
S -1.9893 -0.1931 1.8190
C 5.0396 -3.0537 -1.9182
O 3.7866 -3.7063 -2.1247
C 3.4727 -4.6381 -1.1600
C 3.5958 -5.9869 -1.4566
C 3.2487 -6.9396 -0.5135
C 2.7726 -6.5442 0.7297
C 2.6305 -5.1974 1.0178
C 2.9753 -4.2351 0.0766
N 2.8520 -2.8509 0.4097
C 1.8110 -2.0636 -0.0299
N 1.4107 -2.2516 -1.2891
C 0.1094 -2.0157 -1.8177
C -0.7545 -1.0612 -1.3129
C -2.0144 -0.9710 -1.9323
C -2.3724 -1.7846 -2.9885
C -1.4733 -2.7266 -3.4884
C -0.2280 -2.8422 -2.9030
O 0.7415 -3.7248 -3.2952
C 0.4531 -4.5734 -4.3882
N 1.3073 -1.1341 0.7607
C 1.5251 -1.3317 2.1650
C 2.4488 -0.5886 2.8824
C 2.5942 -0.7751 4.2496
C 1.8022 -1.7090 4.8979
C 0.8891 -2.4806 4.1905
C 0.7629 -2.3102 2.8167
O -0.0360 -3.0601 2.0191
C -1.0995 -3.7672 2.6413
H 5.1437 -2.3261 -2.7195
H 5.8557 -3.7775 -1.9708
H 5.0612 -2.5465 -0.9516
H 3.9676 -6.2650 -2.4341
H 3.3497 -7.9906 -0.7484
H 2.4977 -7.2830 1.4700
H 2.2337 -4.8745 1.9733
H 3.0963 -2.6434 1.3692
H 1.9999 -2.8474 -1.8584
H -2.7276 -0.2266 -1.5911
H -3.3474 -1.6880 -3.4496
H -1.7550 -3.3551 -4.3208
H 1.3401 -5.1828 -4.5395
H 0.2490 -3.9964 -5.2935
H -0.4002 -5.2205 -4.1704
H 3.0159 0.1775 2.3690
H 3.2964 -0.1700 4.8058
H 1.8821 -1.8360 5.9696
H 0.2754 -3.2006 4.7124
H -1.7332 -4.1220 1.8336
H -1.6732 -3.1048 3.2920
H -0.7266 -4.6201 3.2154
Cl -2.0845 3.6342 -3.1494
C -0.4226 3.1854 -3.0909
C 0.4493 3.6507 -4.0979
C 1.7705 3.3179 -4.0871
Cl 2.8178 3.9084 -5.3384
C 2.3005 2.4891 -3.0654
C 3.6461 2.0836 -2.9553
C 4.0263 1.2771 -1.9179
C 3.0636 0.8570 -0.9855
N 1.8021 1.2143 -1.0583
C 1.4105 2.0312 -2.0784
C 0.0319 2.3824 -2.0731
O -0.7049 1.9183 -1.0853
H 0.0532 4.2800 -4.8821
H 4.3631 2.4187 -3.6923
H 5.0522 0.9574 -1.8038
H 3.3345 0.2099 -0.1600

The structure with the greatest stability is b.